Density functional theory data (ωB97M-V with the def2-TZVPD basis set) for a molecular structure, C42H70Br18N4O4S2 in a non-equilibrium geometry.

Results
M: 2197.5 g/mol
HOMO: -0.2871 Ha
multiplicity: 1
frontier orbital gap: 7.8 eV

Positions of all 140 atoms, in Å:
1 C -0.591557 -4.815396 -2.228825
2 C -0.704235 -3.546383 -1.370786
3 N -0.897295 -3.713666 -0.128528
4 C -0.618521 -2.194203 -2.111003
5 C 0.611570 -1.307958 -1.768454
6 C 1.077297 -1.172145 -0.286279
7 O 1.319861 -1.991702 0.552686
8 O 1.283418 0.174061 0.048312
9 C 1.605976 0.806027 -1.215149
10 C 1.534452 2.357558 -1.281259
11 C 0.845652 3.030646 -0.064627
12 C 0.501120 4.497436 -0.471210
13 S 2.012467 5.529891 -0.619839
14 C 3.055483 0.421284 -1.611125
15 C 4.132515 0.889430 -0.583662
16 C 4.321175 -0.152818 0.699670
17 C 3.983413 0.534035 2.186044
18 C 2.871482 -0.319683 2.871318
19 C 2.820740 -0.172359 4.415369
20 C 1.359712 -0.293483 4.921217
21 S 0.473147 1.280347 4.665823
22 C -1.243638 0.982129 4.846757
23 N -2.048268 1.875036 5.262884
24 N -3.394734 1.384582 5.267289
25 C -3.247596 0.175161 4.836731
26 O -1.963883 -0.158202 4.565898
27 C 0.445606 0.223597 -2.089208
28 O 0.701458 0.323112 -3.489732
29 C -0.902096 0.841695 -1.693330
30 C -1.628130 0.375622 -0.588134
31 C -2.842668 1.050649 -0.364197
32 C -3.372617 2.072732 -1.142260
33 N -2.619691 2.527845 -2.241908
34 C -1.469199 1.903771 -2.412152
35 H -0.721004 -5.714434 -1.607811
36 H -1.458415 -4.818825 -2.917415
37 H 0.371784 -4.892434 -2.753952
38 H -0.976984 -2.786427 0.301001
39 H -1.589315 -1.690118 -1.992354
40 H -0.528649 -2.440421 -3.186494
41 H 1.461236 -1.786040 -2.276084
42 H 2.522257 2.833443 -1.381090
43 H 1.006623 2.618981 -2.215151
44 H -0.108351 2.552634 0.206216
45 H 1.498225 2.988341 0.822490
46 H 0.090305 4.419071 -1.493242
47 H -0.274398 4.944369 0.164122
48 H 1.851936 6.207311 -1.787243
49 H 3.275288 0.953076 -2.556269
50 H 3.170623 -0.648067 -1.857693
51 H 5.044805 1.067835 -1.157848
52 H 3.872321 1.875048 -0.162858
53 H 5.512567 -0.434554 0.755175
54 H 3.744801 -1.092694 0.585339
55 H 4.847782 0.544698 2.856370
56 H 3.623709 1.572122 2.083803
57 H 3.081284 -1.375364 2.643397
58 H 1.903921 0.013311 2.464464
59 H 3.253079 0.775240 4.787062
60 H 3.375773 -1.022685 4.847870
61 H 1.320030 -0.529076 5.997569
62 H 0.889931 -1.127191 4.376542
63 H -4.112602 -0.470897 4.706706
64 H 0.065635 -0.226436 -3.963202
65 H -1.277821 -0.436815 0.045411
66 H -3.440240 0.726880 0.498383
67 H -4.405660 2.550539 -0.902531
68 H -0.860878 2.274176 -3.251231
69 Br 1.270632 -8.345731 -1.613226
70 C -0.183085 -9.292465 -0.727854
71 C -1.120849 -9.916443 -1.727767
72 Br -2.292842 -8.585102 -2.528669
73 H -0.671828 -8.579815 -0.069981
74 H 0.302426 -10.060864 -0.128938
75 H -1.788113 -10.623030 -1.236887
76 H -0.605412 -10.416162 -2.542356
77 Br 7.855403 4.203434 -0.455473
78 C 8.087511 3.245124 1.222727
79 C 7.796335 1.776133 1.044396
80 Br 5.863058 1.391676 0.933064
81 H 7.447022 3.726137 1.955639
82 H 9.130562 3.401982 1.500004
83 H 8.145068 1.215864 1.912035
84 H 8.244325 1.364750 0.143961
85 Br 8.769015 1.520614 -3.020029
86 C 10.594422 0.853925 -3.112929
87 C 10.943532 0.036345 -1.897388
88 Br 11.288874 1.169710 -0.351813
89 H 11.240235 1.716461 -3.247537
90 H 10.626802 0.236469 -4.009123
91 H 11.869479 -0.512652 -2.059874
92 H 10.158120 -0.658025 -1.611888
93 Br -4.842801 3.098472 -2.769336
94 C -5.208465 4.736724 -3.770466
95 C -6.513544 5.354332 -3.344687
96 Br -8.032459 4.396859 -4.091202
97 H -5.177908 4.483359 -4.826824
98 H -4.376252 5.400430 -3.536394
99 H -6.604442 6.370763 -3.726641
100 H -6.645321 5.362900 -2.266610
101 Br -6.492886 4.243053 8.423017
102 C -4.727814 3.779655 9.107059
103 C -3.633808 4.351014 8.244051
104 Br -3.416105 3.317866 6.587204
105 H -4.691355 2.696392 9.177901
106 H -4.692507 4.207307 10.108396
107 H -2.672957 4.281735 8.753535
108 H -3.813712 5.384338 7.957449
109 Br -5.270585 6.410007 3.117770
110 C -3.803776 5.581037 2.139748
111 C -3.812698 4.084005 2.302926
112 Br -3.129569 3.538802 4.070292
113 H -2.886459 6.042525 2.494270
114 H -3.966617 5.857411 1.097819
115 H -3.140459 3.620941 1.578183
116 H -4.803394 3.651265 2.201520
117 Br -8.856892 4.957102 -0.479447
118 C -9.253969 3.061533 -0.660278
119 C -8.906201 2.300959 0.591492
120 Br -6.984031 2.020958 0.744862
121 H -8.717537 2.709468 -1.537664
122 H -10.324958 3.014068 -0.850032
123 H -9.336842 1.301663 0.561801
124 H -9.225387 2.803945 1.499488
125 Br -4.952381 -11.599234 -3.410631
126 C -5.915662 -10.518019 -4.710327
127 C -6.099319 -9.105994 -4.221387
128 Br -7.504464 -8.993591 -2.879568
129 H -6.853546 -11.026451 -4.912086
130 H -5.297629 -10.533481 -5.606436
131 H -6.429326 -8.461527 -5.034332
132 H -5.200584 -8.691500 -3.774170
133 Br 6.468263 -2.267970 -0.829142
134 C 5.535879 -3.282947 -2.206144
135 C 5.906596 -2.814329 -3.590652
136 Br 5.027305 -1.143349 -4.051619
137 H 4.473659 -3.200303 -1.992829
138 H 5.852825 -4.314058 -2.059712
139 H 5.563901 -3.528880 -4.337104
140 H 6.973488 -2.650828 -3.710946

Cartesian forces (eV/Å) of the 6 atoms listed first:
C -0.5879 0.2318 0.4190
C 0.3224 -1.0955 -0.4077
N -0.2148 0.8777 -0.3592
C 0.0955 -0.6602 -0.0331
C -0.8975 0.4043 1.8422
C 0.1962 0.2309 1.1657

Mulliken population analysis, charges in e, atoms 1 to 2:
1. C -1.03
2. C 0.45


Density functional theory data (ωB97M-V with the def2-TZVPD basis set) for a molecular structure, C18H27Br2N3O in a non-equilibrium geometry.

Results
M: 461.2 g/mol
HOMO: -0.2467 Ha
relative energy (zero: lowest compared OMol25 entry of this formula, charge and spin): 1560.4 kJ/mol
multiplicity: 1
frontier orbital gap: 7.4 eV

Positions of all 51 atoms, in Å:
1 C -1.665898 -3.204285 0.082365
2 C -1.278938 -4.632595 -0.337095
3 C -2.156908 -5.622945 0.426865
4 O -3.074638 -4.666945 1.099925
5 C -2.365958 -3.508295 1.446225
6 H -2.337478 -2.777195 -0.662395
7 H -0.777828 -2.588655 0.225295
8 H -0.206668 -4.768085 -0.195735
9 H -1.544568 -4.780235 -1.383865
10 H -1.632748 -6.189695 1.196385
11 H -2.642638 -6.415075 -0.142945
12 H -1.779508 -3.555325 2.363815
13 H -3.146838 -2.795035 1.710025
14 Br -1.471918 -1.620635 -1.148925
15 C -1.206098 0.308945 -0.780785
16 C 0.240902 0.686075 -1.120025
17 Br 0.643142 2.524665 -0.318275
18 H -1.477748 0.589825 0.236765
19 H -1.848748 0.863295 -1.464735
20 H 0.629612 0.685535 -2.138355
21 H 0.924362 -0.030435 -0.664415
22 N -3.787778 0.678115 2.402155
23 C -2.429738 0.754845 2.323215
24 C -1.907848 -0.271745 1.482665
25 C -2.980538 -1.111105 1.074735
26 C -4.079268 -0.411065 1.576005
27 H -4.401558 1.216345 2.996875
28 H -1.969338 1.567785 2.865035
29 H -0.853938 -0.260635 1.246965
30 H -2.948868 -1.939115 0.382065
31 H -5.077008 -0.777655 1.384895
32 N 4.054312 3.492255 2.141895
33 C 4.471002 3.922625 0.909535
34 C 3.425672 4.077725 0.068575
35 C 2.308452 3.658535 0.821715
36 C 2.695462 3.359605 2.118615
37 H 4.645692 3.431245 2.958385
38 H 5.541392 3.991155 0.783145
39 H 3.442382 4.408335 -0.959445
40 H 1.326962 3.534295 0.388525
41 H 2.119662 3.010085 2.962815
42 N 2.039932 0.950175 -3.730655
43 C 1.352592 1.902975 -3.107535
44 C 2.242432 2.353275 -2.113125
45 C 3.425402 1.640645 -2.094305
46 C 3.202162 0.738765 -3.057125
47 H 1.691502 0.389275 -4.494905
48 H 0.345372 2.212875 -3.343925
49 H 2.120512 3.187335 -1.437935
50 H 4.289772 1.759875 -1.457875
51 H 3.872332 0.030245 -3.521095

Cartesian forces (eV/Å) of the 6 atoms listed first:
C 1.1801 -8.5562 6.8746
C 0.1911 -0.5804 -0.8675
C -0.1465 1.6002 1.7740
O -0.4296 -2.8503 0.0382
C -1.1991 -0.9434 -0.7706
H -2.4930 -4.4785 2.0044

Mulliken population analysis, charges in e, atoms 1 to 2:
1. C 0.08
2. C -0.48


Density functional theory data (ωB97M-V with the def2-TZVPD basis set) for 2 unconnected molecules or ions with the total composition C3H9BO2S in a non-equilibrium geometry.

Results
M: 120.0 g/mol
HOMO (alpha / beta): -0.2811 / -0.2416 Ha
relative energy (zero: lowest compared OMol25 entry of this formula, charge and spin): 610.4 kJ/mol
multiplicity: 1
frontier orbital gap (alpha / beta): 7.7 / 6.9 eV

Positions of all 16 atoms, in Å:
1 B 0.985922 0.766117 0.133477
2 C -1.135841 2.188285 0.140822
3 C -1.805261 -1.194588 -0.643508
4 C 3.388771 -0.557515 0.415277
5 O -0.135301 1.341077 0.149634
6 O -2.565178 -0.604532 0.458342
7 S 1.635512 -0.913509 -0.069772
8 H -1.890367 2.164228 0.907369
9 H -1.132867 3.017742 -0.594242
10 H -3.556800 -0.709250 0.401171
11 H -2.006909 -0.532125 -1.447461
12 H -2.201602 -2.277307 -0.619815
13 H -0.793577 -1.102321 -0.396388
14 H 3.832303 -0.246771 1.366176
15 H 3.596842 0.162137 -0.335124
16 H 3.784355 -1.501663 0.134035

Cartesian forces (eV/Å) of the 6 atoms listed first:
B 2.1677 -1.1249 0.4071
C -0.7564 1.5855 -0.9496
C -3.6872 -1.2102 1.9687
C -0.4994 -0.3032 -0.7628
O -1.6322 0.3872 -0.0233
O -0.8026 0.2454 0.6849

Mulliken population analysis, charges in e, atoms 1 to 2:
1. B -0.19
2. C -0.41


Density functional theory data (ωB97M-V with the def2-TZVPD basis set) for C5H10O2 in the gas phase.

Results
SMILES string: OC[C@H]1CCCO1
M: 102.1 g/mol
HOMO: -0.3556 Ha
relative energy (zero: lowest compared OMol25 entry of this formula, charge and spin): 129.9 kJ/mol
multiplicity: 1
frontier orbital gap: 10.7 eV

Positions of all 17 atoms, in Å:
1 O -0.990373 2.498141 -1.078790
2 C -1.134015 1.575789 -0.026361
3 C 0.114973 0.729331 0.146482
4 C -0.040104 -0.417121 1.143829
5 C 0.804728 -1.535568 0.530383
6 C 0.725660 -1.252307 -0.975568
7 O 0.407247 0.128280 -1.117400
8 H -0.645224 1.984153 -1.823454
9 H -1.992127 0.902604 -0.192008
10 H -1.323251 2.146926 0.890123
11 H 0.949700 1.394164 0.422793
12 H -1.093081 -0.716653 1.218304
13 H 0.297187 -0.138727 2.145362
14 H 0.441121 -2.533421 0.792765
15 H 1.841495 -1.458917 0.873409
16 H -0.046412 -1.853142 -1.477924
17 H 1.682477 -1.453532 -1.471946

Cartesian forces (eV/Å) of the 6 atoms listed first:
O 0.0821 -0.0743 -0.2340
C -0.0764 -0.1928 0.3298
C 0.0031 0.1344 0.2006
C -0.0933 0.0216 0.0926
C 0.0828 -0.0342 -0.0167
C 0.0661 -0.2917 0.0241

Mulliken population analysis, charges in e, atoms 1 to 2:
1. O -0.53
2. C -0.71


Density functional theory data (ωB97M-V with the def2-TZVPD basis set) for a molecular structure, C6H18AlO3 in a non-equilibrium geometry.

Results
M: 165.2 g/mol
HOMO: -0.6648 Ha
charge: +3
relative energy (zero: lowest compared OMol25 entry of this formula, charge and spin): 217.7 kJ/mol
multiplicity: 1
frontier orbital gap: 1.4 eV

Positions of all 28 atoms, in Å:
1 Al 0.656922 -0.187141 4.097201
2 C -4.660805 -5.476721 2.336569
3 C -3.236673 -5.404504 1.741639
4 O -2.301129 -5.105564 2.746829
5 H -4.897243 -4.615815 2.961904
6 H -4.707921 -6.390521 2.928882
7 H -5.379986 -5.600395 1.526877
8 H -3.253191 -4.594486 1.012459
9 H -2.910509 -6.298603 1.210328
10 H -2.221846 -5.896419 3.285214
11 C 1.035865 6.314428 -1.207805
12 C 0.693062 6.011530 0.265313
13 O 1.387995 4.852747 0.572898
14 H 2.108758 6.349468 -1.396943
15 H 0.605402 7.244480 -1.579039
16 H 0.602596 5.596538 -1.904241
17 H -0.378879 5.883706 0.416016
18 H 1.015626 6.775323 0.972892
19 H 2.314177 5.104345 0.594765
20 C 3.413997 -0.042723 -2.415842
21 C 1.974576 -0.488741 -2.364563
22 O 1.957290 -1.442906 -1.306655
23 H 3.586765 0.647568 -3.241515
24 H 4.020707 -0.927684 -2.607789
25 H 3.712666 0.499293 -1.518565
26 H 1.558647 -0.891160 -3.288231
27 H 1.361222 0.353180 -2.043513
28 H 1.941910 -2.269223 -1.795086

Cartesian forces (eV/Å) of the 6 atoms listed first:
Al 0.0363 0.0051 0.2579
C -1.1513 -1.1493 0.9459
C 1.5582 1.3849 -0.7563
O -1.0247 0.3179 -0.9246
H 0.2421 0.0416 -0.2538
H -0.0622 0.0597 0.2076

Mulliken population analysis, charges in e, atoms 1 to 2:
1. Al 1.00
2. C -0.85


Density functional theory data (ωB97M-V with the def2-TZVPD basis set) for 2 unconnected molecules or ions with the total composition C2H2IN3 in a non-equilibrium geometry.

Results
M: 195.0 g/mol
HOMO (alpha / beta): -0.3106 / -0.3105 Ha
relative energy (zero: lowest compared OMol25 entry of this formula, charge and spin): 377.8 kJ/mol
multiplicity: 1
frontier orbital gap (alpha / beta): 7.9 / 7.9 eV

Positions of all 8 atoms, in Å:
1 C -1.911497 1.403899 -0.397252
2 C 1.302604 -1.275662 1.119830
3 N -1.197011 0.622156 0.120950
4 N 1.308299 -0.894896 -0.019173
5 N 1.654051 -0.936715 -1.180239
6 I 0.803915 -0.125172 2.799548
7 H -2.838911 1.911415 -0.656662
8 H 0.878550 -0.705024 -1.787002

Cartesian forces (eV/Å) of the 6 atoms listed first:
C 0.9703 -2.7384 2.0718
C -1.1750 0.7376 1.1562
N -1.9627 2.7550 -2.0566
N 0.4525 -1.3346 1.4333
N 0.8157 1.1892 -1.6636
I 0.5444 -0.3625 -0.5302

Mulliken population analysis, charges in e, atoms 1 to 2:
1. C -0.03
2. C -0.06


E values (in eV) by entry order: -1341262.9882, -165687.0838, -18859.3141, -9441.6962, -19215.3025, -14672.8137.